Entry A
This record from the Open Molecules 2025 dataset describes a cluster of 2 separate species, C6H10O in total. The level of theory is the ωB97M-V functional and the def2-TZVPD basis.

Positions of all 17 atoms, in Å:
C -0.38451 1.67609 2.03115
C -0.63090 0.36973 1.74138
C 0.28062 -0.51459 1.09675
C 1.34643 -0.90873 1.84531
C 0.03811 -0.97982 -0.31394
C -1.12199 -1.30695 -0.81742
H -1.05060 2.37902 2.69439
H 0.56937 2.14505 2.00541
H -1.62206 -0.17563 2.02449
H 2.02870 -1.68760 1.48447
H 1.76205 -0.47235 2.67308
H 0.94345 -1.07321 -0.88776
H -1.31912 -1.64953 -1.81803
H -2.09013 -1.04667 -0.42130
O 0.28855 0.69332 -4.56485
H 1.09270 0.98593 -4.21313
H -0.13066 1.56593 -4.56000

Output
Frontier orbital gap (eV): 9.9
Charge: 0
Structure (SMILES): C=CC(=C)C=C.O
Spin multiplicity: 1

=====

Entry B
This record from the Open Molecules 2025 dataset describes a cluster of 2 separate species, C6H10O in total. The level of theory is the ωB97M-V functional and the def2-TZVPD basis.

Positions of all 17 atoms, in Å:
O 1.81973 1.46992 -0.72327
C 0.61758 1.49812 -0.88192
C -0.41272 1.31895 0.21685
C 0.03985 0.32635 1.29719
C -0.51721 -1.06408 1.15958
C -0.01397 -0.24436 -2.10913
C 0.20984 -2.17328 1.04368
H 0.18086 1.97246 -1.81300
H -0.56667 2.31719 0.64856
H -1.36156 1.02307 -0.24476
H -0.26351 0.70972 2.27907
H 1.13475 0.29294 1.28603
H -1.60413 -1.15443 1.22909
H -0.97410 -0.70039 -2.42504
H 0.66432 -0.29698 -2.98110
H -0.24895 -3.15952 1.03472
H 1.29589 -2.13566 0.98345

Output
Frontier orbital gap (spin up / spin down) (eV): 7.8 / 8.1
Charge: 0
Spin multiplicity: 1

=====

Sorted by energy, starting with the most stable: entry A, entry B.

=====

Entry A
This record from the Open Molecules 2025 dataset describes the molecule C6H10O. The level of theory is the ωB97M-V functional and the def2-TZVPD basis.

Positions of all 17 atoms, in Å:
C -0.42249 -0.48094 2.16853
C -0.08618 -0.46035 0.87015
C 1.21814 -0.24602 0.07725
C 0.35592 -0.23214 -1.21181
C -0.18826 1.18018 -1.30121
O -0.72926 1.27987 0.22645
C -0.70203 -1.03568 -0.41532
H -1.40215 -0.83983 2.48197
H 0.20148 -0.00859 2.92780
H 1.78122 -1.17575 0.17864
H 1.89240 0.60478 0.25839
H 0.77338 -0.66586 -2.13248
H 0.59936 1.91562 -1.62754
H -1.07608 1.33393 -1.91705
H 0.02460 1.78184 0.49881
H -1.75607 -0.84754 -0.65301
H -0.48399 -2.10354 -0.42957

Output
Frontier orbital gap (eV): 8.5
Charge: 0
Structure (SMILES): C=C1CC(CO)C1
Spin multiplicity: 1

=====

Entry B
This record from the Open Molecules 2025 dataset describes the molecule C6H10O. The level of theory is the ωB97M-V functional and the def2-TZVPD basis.

Positions of all 17 atoms, in Å:
C 0.04600 -1.76572 -1.17960
C 0.14843 -0.34467 -0.63007
C -0.96407 0.67974 -0.70153
C -0.68591 1.67574 0.14778
C 0.50390 1.31431 1.02937
C 0.61520 -0.20280 0.83119
O -0.21033 -0.90970 1.74327
H -0.48551 -2.44719 -0.50488
H 1.05039 -2.18562 -1.32064
H -0.45458 -1.79793 -2.15342
H 0.78364 0.31675 -1.24889
H -1.62997 0.69968 -1.55972
H -1.08100 2.68477 0.07812
H 1.42188 1.79566 0.65334
H 0.40303 1.57523 2.08837
H 1.62055 -0.60113 1.00304
H -1.08165 -0.48713 1.72425

Output
Frontier orbital gap (eV): 10.2
Charge: 0
Structure (SMILES): C[C@H]1C=CC[C@H]1O
Spin multiplicity: 1

=====

Sorted by energy, starting with the most stable: entry B, entry A.

=====

Entry A
This record from the Open Molecules 2025 dataset describes the molecule C3H6N4. The level of theory is the ωB97M-V functional and the def2-TZVPD basis.

Positions of all 13 atoms, in Å:
C 2.15221 0.27846 -0.00534
N 1.13560 -0.74709 -0.16647
C -0.17226 -0.35608 -0.09701
N -1.18350 -1.26999 -0.07567
C -2.26650 -0.50241 -0.01862
N -1.90785 0.78158 -0.03607
N -0.55136 0.90890 -0.07550
H 2.04431 0.86942 0.92868
H 2.11766 1.03684 -0.81319
H 3.14310 -0.16751 -0.02047
H 1.28188 -1.61644 0.37574
H -3.31621 -0.80500 0.09680
H -2.47709 1.58932 -0.09288

Output
Frontier orbital gap (eV): 9.5
Charge: 0
Structure (SMILES): CNc1nc[nH]n1
Spin multiplicity: 1

=====

Entry B
This record from the Open Molecules 2025 dataset describes the molecule C3H6N4. The level of theory is the ωB97M-V functional and the def2-TZVPD basis.

Positions of all 13 atoms, in Å:
N 0.96169 2.02119 -0.76101
N 1.43438 0.54526 -0.95951
C 0.22165 -0.23785 -0.75493
N -0.96222 0.26733 -0.20837
C -1.31650 -0.62578 1.08666
C -0.63147 -1.68884 0.88540
N 0.20046 -1.52322 -0.38521
H 1.84703 2.35103 -0.04323
H 1.32694 2.56617 -1.62181
H -0.88460 1.32430 -0.07500
H -2.34035 -0.42015 1.44015
H -1.04165 -2.55197 1.63527
H 1.18463 -2.02747 -0.23842

Output
Frontier orbital gap (eV): 9.1
Charge: 0
Structure (SMILES): NN=c1[nH]cc[nH]1
Spin multiplicity: 1

=====

Entry C
This record from the Open Molecules 2025 dataset describes the molecule C3H6N4. The level of theory is the ωB97M-V functional and the def2-TZVPD basis.

Positions of all 13 atoms, in Å:
C 0.94225 -1.29479 -0.00618
C -0.30450 -0.65265 -0.01708
N -1.48659 -1.18672 0.04213
N -2.35425 -0.11626 0.08621
C -1.69666 0.94033 -0.00359
N -0.37741 0.71550 -0.13153
N 0.74544 1.59822 0.04979
H 1.67230 -0.96686 0.81998
H 0.69481 -2.40012 0.03964
H 1.46479 -1.26868 -0.98218
H -1.94333 1.97824 -0.41765
H 1.12447 1.45739 1.05569
H 1.51869 1.19640 -0.53522

Output
Frontier orbital gap (eV): 10.3
Charge: 0
Structure (SMILES): Cc1nncn1N
Spin multiplicity: 1

=====

Entry D
This record from the Open Molecules 2025 dataset describes the molecule C3H6N4. The level of theory is the ωB97M-V functional and the def2-TZVPD basis.

Positions of all 13 atoms, in Å:
H 0.66137 -2.04814 0.25220
N 1.13907 -1.77723 1.11898
C 0.55151 -0.72933 1.57141
N -0.71179 -0.28419 1.12077
C -0.75034 0.13040 -0.09837
N -1.88015 0.64062 -0.64708
N 0.34564 -0.05826 -0.89275
C 1.18075 0.91008 -1.02062
H 0.90821 -0.25137 2.49597
H -1.94427 0.47218 -1.64268
H -2.70426 0.36366 -0.12808
H 1.27508 1.74191 -0.30349
H 1.92918 0.88965 -1.82626

Output
Frontier orbital gap (eV): 9.7
Charge: 0
Structure (SMILES): [H]/N=C\N=C(\N)N=C
Spin multiplicity: 1

=====

Sorted by energy, starting with the most stable: entry A, entry D, entry C, entry B.